No. 1
Computed, not measured: C28H44As3IN4O4SeTl as an isolated structure, with wB97M-V/def2-TZVPD.

Atoms and positions in Å:
Tl -0.215 -0.758 0.591
O 4.287 -1.073 5.734
C 3.702 -0.334 4.781
O 4.224 0.646 4.338
C 2.365 -0.795 4.305
C 1.211 -0.954 5.042
N 0.212 -1.169 4.165
N 0.655 -1.168 2.907
C 1.954 -0.932 2.965
C 2.774 -0.949 1.693
O 3.933 -1.303 1.756
O 2.123 -0.587 0.636
H 3.813 -1.892 5.906
H 1.037 -0.898 6.105
H -0.759 -1.359 4.353
C 2.012 -2.015 -2.603
As 0.729 -0.648 -2.100
C -0.633 -0.956 -3.475
C 1.658 0.946 -2.802
C 1.257 2.311 -2.238
C -0.274 2.469 -2.266
C 1.813 2.499 -0.815
As 0.714 2.022 0.754
C -0.372 3.633 1.036
C 2.032 2.365 2.142
C 1.825 3.413 -3.154
As 3.742 3.625 -3.681
C 3.922 2.102 -4.921
C 4.731 2.846 -2.169
H 2.358 -1.823 -3.618
H 1.531 -2.990 -2.561
H 2.853 -1.997 -1.913
H -0.190 -0.862 -4.466
H -1.456 -0.250 -3.374
H -1.021 -1.967 -3.353
H 1.488 0.921 -3.880
H 2.717 0.761 -2.618
H -0.761 1.751 -1.598
H -0.656 2.309 -3.276
H -0.558 3.474 -1.952
H 2.059 3.549 -0.641
H 2.728 1.923 -0.671
H 0.208 4.515 0.765
H -0.622 3.686 2.095
H -1.296 3.612 0.461
H 2.391 3.388 2.023
H 2.873 1.681 2.090
H 1.570 2.271 3.124
H 1.553 4.382 -2.727
H 1.311 3.358 -4.119
H 3.122 2.131 -5.661
H 3.924 1.133 -4.422
H 4.866 2.216 -5.452
H 4.604 3.461 -1.280
H 5.787 2.860 -2.436
H 4.451 1.817 -1.945
I 3.442 -6.310 0.832
C 1.822 -5.050 0.545
C 0.489 -5.393 0.527
N -0.191 -4.252 0.324
N 0.619 -3.189 0.205
C 1.853 -3.662 0.352
H 0.008 -6.349 0.646
H -1.192 -4.116 0.323
H 2.717 -3.020 0.315
C -7.950 0.177 0.331
C -6.541 -0.259 0.607
C -5.906 0.070 1.799
C -4.623 -0.366 2.093
C -3.990 0.036 3.398
C -3.964 -1.183 1.157
Se -2.333 -2.030 1.692
C -4.557 -1.481 -0.082
C -3.876 -2.278 -1.162
C -5.837 -1.005 -0.330
H -8.363 0.738 1.167
H -8.584 -0.693 0.155
H -7.997 0.801 -0.563
H -6.429 0.683 2.524
H -4.524 0.876 3.840
H -2.950 0.325 3.250
H -4.020 -0.792 4.110
H -2.825 -2.447 -0.943
H -3.948 -1.750 -2.115
H -4.362 -3.247 -1.291
H -6.296 -1.231 -1.287

The charge is +1. As for the HOMO-LUMO gap: 6.490 eV. The energy above the lowest of the compared OMol25 structures with the same formula, charge and spin is 60.2 kJ/mol. The calculation puts the highest occupied orbital energy at -10.75 eV.



No. 2
Computed, not measured: C28H44BrN2O8PS3 as an isolated structure, with wB97M-V/def2-TZVPD.

Atoms and positions in Å:
C 4.630 -0.532 -3.127
O 4.049 0.225 -4.221
C 2.594 0.065 -4.258
C 1.993 1.587 -4.189
C 1.862 1.927 -2.617
C 1.619 3.506 -2.310
C 1.371 4.371 -3.632
N 1.316 4.898 -4.710
P 3.307 4.128 -1.597
O 4.523 3.389 -2.194
C 0.522 3.786 -1.158
Br 0.950 5.628 -0.425
C 0.760 2.787 0.074
N 0.779 2.087 1.061
C -0.999 3.877 -1.668
C -1.447 2.734 -2.690
C -1.662 3.153 -4.205
C -2.148 2.120 -5.288
C -2.435 0.615 -4.948
C -2.215 0.199 -3.439
C -1.739 1.241 -2.351
C -1.604 0.696 -0.853
H 4.505 -1.653 -3.321
H 4.090 -0.234 -2.144
H 5.745 -0.247 -3.033
H 2.232 -0.501 -5.187
H 2.246 -0.428 -3.266
H 2.743 2.240 -4.755
H 0.954 1.543 -4.683
H 0.963 1.315 -2.230
H 2.781 1.505 -2.045
H 3.366 3.987 -0.162
H 3.507 5.537 -1.878
H -1.689 3.871 -0.748
H -1.144 4.887 -2.212
H -1.496 4.230 -4.552
H -2.335 2.437 -6.379
H -2.818 -0.150 -5.725
H -2.439 -0.891 -3.135
H -0.490 0.489 -0.607
H -2.119 -0.340 -0.770
H -2.101 1.385 -0.082
C 0.792 -2.991 1.995
C 1.379 -4.276 1.411
C 1.351 -4.142 -0.112
S 1.457 -2.391 -0.463
O 0.218 -1.968 -1.078
O 2.747 -2.098 -1.047
C 1.458 -1.850 1.237
H 0.970 -2.916 3.070
H -0.290 -2.970 1.829
H 2.413 -4.392 1.752
H 0.825 -5.158 1.739
H 2.194 -4.655 -0.577
H 0.414 -4.514 -0.530
H 0.924 -0.904 1.327
H 2.498 -1.726 1.547
C -2.232 -8.667 4.164
C -3.268 -8.256 3.116
C -2.745 -6.996 2.423
S -0.960 -7.076 2.523
O -0.498 -5.992 3.360
O -0.419 -7.317 1.203
C -0.882 -8.589 3.463
H -2.425 -9.668 4.554
H -2.259 -7.965 5.005
H -3.382 -9.060 2.382
H -4.249 -8.080 3.564
H -3.047 -6.958 1.376
H -3.072 -6.091 2.938
H -0.041 -8.555 4.155
H -0.757 -9.414 2.758
C -0.400 6.349 4.014
C -0.827 5.112 4.806
C -2.315 4.885 4.535
S -2.637 5.560 2.910
O -3.525 6.691 3.049
O -2.904 4.478 1.988
C -0.986 6.169 2.620
H 0.687 6.455 3.982
H -0.814 7.248 4.482
H -0.254 4.244 4.463
H -0.634 5.230 5.875
H -2.568 3.824 4.542
H -2.939 5.420 5.253
H -1.026 7.096 2.048
H -0.442 5.405 2.061

The charge is 0. As for the HOMO-LUMO gap: 8.020 eV. The calculation puts the highest occupied orbital energy at -8.57 eV.



No. 3
Computed, not measured: C28H44BrNOP2Pb as an isolated structure, with wB97M-V/def2-TZVPD.

Atoms and positions in Å:
C 2.079 4.337 -0.710
C 1.032 4.074 -1.626
C 1.385 3.631 -2.913
C 2.742 3.494 -3.249
N 3.708 3.702 -2.343
C 3.418 4.176 -1.122
C -0.357 4.215 -1.240
C -1.489 4.078 -0.746
C -2.398 3.161 -0.086
C -1.969 1.816 -0.091
C -2.757 0.866 0.606
C -3.503 1.473 1.565
C -4.071 2.704 1.610
C -3.543 3.573 0.615
Pb -1.345 0.535 2.915
P 1.700 -0.643 0.548
H 0.609 3.306 -3.596
H 1.849 4.579 0.325
H 3.021 3.177 -4.265
H 4.243 4.398 -0.422
H -3.977 4.560 0.446
H -1.014 1.544 -0.566
H -4.871 3.017 2.284
H -2.676 -0.215 0.439
C 2.568 -2.291 0.606
C 3.676 -2.640 -0.394
H 1.748 -3.021 0.485
H 2.941 -2.400 1.640
H 3.977 -3.678 -0.184
H 3.340 -2.596 -1.443
H 4.586 -2.033 -0.261
C 1.731 -0.178 -1.213
C 3.037 0.218 -1.865
H 1.047 0.677 -1.266
H 1.249 -0.991 -1.770
H 2.845 0.433 -2.919
H 3.468 1.129 -1.441
H 3.788 -0.574 -1.862
C 2.901 0.517 1.294
C 4.378 0.180 1.253
H 2.567 0.610 2.337
H 2.713 1.487 0.816
H 4.922 0.950 1.809
H 4.603 -0.778 1.729
H 4.803 0.192 0.244
Br -3.679 0.032 3.766
P -1.719 -1.975 -1.243
C -0.792 -2.798 -2.593
C -1.373 -4.118 -3.081
H 0.205 -2.969 -2.151
H -0.641 -2.095 -3.426
H -0.674 -4.591 -3.778
H -1.501 -4.836 -2.262
H -2.314 -3.985 -3.632
C -2.928 -3.179 -0.541
C -4.264 -3.359 -1.250
H -3.112 -2.828 0.488
H -2.425 -4.148 -0.434
H -4.897 -4.057 -0.694
H -4.847 -2.436 -1.305
H -4.159 -3.792 -2.251
C -2.813 -0.698 -2.065
C -3.250 -0.993 -3.498
H -2.219 0.234 -2.021
H -3.682 -0.509 -1.408
H -3.814 -0.122 -3.860
H -2.377 -1.102 -4.162
H -3.928 -1.864 -3.543
C 1.215 -0.580 6.365
C 0.518 0.269 5.347
C -0.830 0.841 5.714
O 1.020 0.422 4.211
H 0.845 -0.330 7.367
H 2.310 -0.440 6.320
H 0.966 -1.642 6.169
H -1.001 1.816 5.231
H -1.606 0.093 5.462
H -0.934 0.970 6.790

The charge is +4. As for the HOMO-LUMO gap (alpha / beta): 3.555 / 3.779 eV. The calculation puts the highest occupied orbital energy (alpha / beta) at -18.45 / -18.45 eV.



No. 4
Computed, not measured: C28H44Cl3MnN4O3SeSi as an isolated structure, with wB97M-V/def2-TZVPD.

Atoms and positions in Å:
C 2.645 -2.495 -2.435
C 1.510 -3.203 -1.754
H 3.587 -3.057 -2.371
H 2.800 -1.485 -2.014
H 2.392 -2.375 -3.504
C 1.551 -4.474 -1.325
C 2.703 -5.418 -1.458
H 0.676 -4.919 -0.843
H 3.616 -4.952 -1.838
H 2.431 -6.232 -2.141
H 2.933 -5.905 -0.502
Mn 0.477 0.501 -0.282
Cl -0.305 0.855 -2.295
Cl 2.701 1.015 -0.457
C -2.659 -0.379 0.075
O -1.775 0.232 0.714
N -3.703 -0.989 0.653
C -3.898 -0.955 2.099
C -4.741 -1.639 -0.131
H -2.625 -0.454 -1.029
H -3.059 -0.441 2.580
H -3.968 -1.986 2.483
H -4.838 -0.426 2.328
H -4.447 -1.633 -1.184
H -5.696 -1.107 -0.016
H -4.865 -2.680 0.194
H 3.192 -2.207 0.508
H 1.377 -3.936 1.769
C 3.177 -1.691 1.484
C 1.637 -3.266 2.605
N 1.896 -1.906 2.153
H 3.361 -0.617 1.328
C 0.917 -0.994 2.201
O 0.952 0.132 1.646
H 0.807 -3.236 3.322
H 0.021 -1.293 2.779
H 3.963 -2.143 2.113
H 2.539 -3.658 3.086
O 0.557 -1.452 -0.541
C 0.263 -2.325 -1.558
C -1.225 -3.516 0.106
C -1.007 -3.105 -1.209
H -0.532 -3.181 0.885
C -2.319 -4.342 0.411
H 0.102 -1.755 -2.485
C -1.918 -3.444 -2.211
H -2.493 -4.648 1.453
C -3.185 -4.751 -0.615
C -2.983 -4.300 -1.926
H -1.765 -3.039 -3.212
H -4.026 -5.419 -0.388
H -3.672 -4.597 -2.723
Si 5.336 3.089 -1.445
Cl 5.548 1.043 -1.795
C 5.800 3.384 0.357
C 3.769 3.700 -2.277
C 6.791 3.972 -2.276
H 5.390 2.623 1.029
H 5.475 4.377 0.697
H 6.902 3.347 0.412
H 7.731 3.675 -1.792
H 6.687 5.068 -2.168
H 6.858 3.740 -3.344
H 2.882 3.127 -1.977
H 3.900 3.619 -3.366
H 3.609 4.766 -2.028
C -2.527 3.465 -1.173
N -2.451 3.458 0.281
C -1.298 3.272 0.975
Se 0.357 3.011 0.241
N -1.631 3.450 2.294
C -2.947 3.900 2.420
C -3.518 4.671 3.430
C -4.634 5.454 3.104
C -5.175 5.434 1.807
C -4.618 4.617 0.811
C -3.478 3.884 1.136
H -1.699 4.058 -1.575
H -3.481 3.918 -1.447
H -2.453 2.450 -1.576
H -0.963 3.427 3.054
H -3.077 4.635 4.419
H -5.111 6.072 3.866
H -6.048 6.057 1.583
H -5.005 4.521 -0.206

The charge is 0. As for the HOMO-LUMO gap (alpha / beta): 6.444 / 8.137 eV. As for the spin multiplicity: 5. The energy above the lowest of the compared OMol25 structures with the same formula, charge and spin is 42.9 kJ/mol. The expectation value of S² is 6.12. The calculation puts the highest occupied orbital energy (alpha / beta) at -7.52 / -7.99 eV.



No. 5
Computed, not measured: C28H44N2O5TeTi as an isolated structure, with wB97M-V/def2-TZVPD.

Atoms and positions in Å:
Ti -14.937 6.588 3.749
C -15.192 9.462 2.874
C -16.025 9.505 4.143
O -15.852 8.246 4.788
C -17.060 7.824 5.513
C -17.960 7.041 4.565
O -17.084 6.028 3.992
C -17.636 5.288 2.935
C -17.037 5.815 1.633
O -15.632 5.784 1.789
C -14.958 6.548 0.742
C -15.003 8.048 1.031
O -15.564 8.176 2.354
H -14.093 9.432 3.032
H -15.504 10.272 2.213
H -17.043 9.684 3.900
H -15.695 10.264 4.854
H -17.513 8.767 5.872
H -16.810 7.207 6.358
H -18.266 7.786 3.790
H -18.823 6.521 5.063
H -18.713 5.434 2.926
H -17.422 4.232 3.121
H -17.398 6.791 1.386
H -17.341 5.128 0.890
H -15.370 6.329 -0.291
H -13.942 6.142 0.783
H -15.714 8.522 0.360
H -14.005 8.448 1.017
C -10.814 6.996 2.994
C -11.948 6.205 3.427
O -11.799 5.083 3.897
N -13.267 6.762 3.404
Te -13.605 6.370 6.733
C -14.381 8.191 7.469
C -13.888 9.339 6.832
C -12.719 9.367 5.914
C -14.595 10.528 7.043
C -15.777 10.597 7.826
C -16.604 11.877 7.950
C -16.160 9.425 8.493
C -15.424 8.259 8.352
C -15.871 7.032 9.083
C -13.962 4.774 8.231
C -14.922 3.785 8.147
C -15.822 3.615 6.991
C -15.012 2.873 9.184
C -14.211 2.943 10.283
C -14.373 2.002 11.433
C -13.312 3.963 10.378
C -13.194 4.915 9.373
C -12.222 5.986 9.525
H -10.638 7.918 3.564
H -10.726 7.184 1.930
H -9.933 6.374 3.177
H -12.862 8.726 5.048
H -11.843 8.865 6.353
H -12.471 10.323 5.521
H -14.268 11.463 6.562
H -16.798 12.176 9.005
H -17.553 11.705 7.466
H -16.105 12.701 7.468
H -17.064 9.353 9.077
H -16.612 7.304 9.829
H -15.035 6.634 9.695
H -16.316 6.223 8.495
H -16.008 4.545 6.470
H -16.797 3.209 7.300
H -15.311 2.888 6.285
H -15.735 2.057 9.126
H -15.351 1.510 11.431
H -14.256 2.531 12.380
H -13.529 1.296 11.395
H -12.715 4.077 11.279
H -11.471 5.736 10.287
H -12.696 6.954 9.723
H -11.596 6.103 8.629
N -14.665 4.489 3.832
H -15.515 3.951 3.995
H -13.952 4.194 4.528
H -14.263 4.150 2.941

The charge is +2. As for the HOMO-LUMO gap (alpha / beta): 7.032 / 7.033 eV. The calculation puts the highest occupied orbital energy (alpha / beta) at -13.08 / -13.08 eV.



no.,electronic energy (eV)
1,-304550.7353
2,-160937.7468
3,-127106.1426
4,-183969.6634
5,-73362.4486